1.
Entry from the OMol25 dataset: C27H27N3O4OsS as an isolated structure (ωB97M-V/def2-TZVPD).

The calculation puts the frontier orbital gap (alpha / beta) at 6.02 / 5.89 eV. The relative energy (zero: lowest compared OMol25 entry of this formula, charge and spin) comes out at 10.5 kcal per mole. Its HOMO energy (alpha / beta) is -8.342 / -8.288 eV. As for the net charge: 0. As for the spin multiplicity: 1.

Cartesian coordinates (Å):
S -3.21 0.07 -2.17
C -0.67 1.51 3.37
H -2.24 -3.51 4.13
H -0.22 0.12 4.95
H -1.34 2.11 3.98
Os -1.16 0.63 -1.25
H 3.00 0.71 -0.31
H 0.47 -5.86 1.76
H 3.49 -0.96 -0.61
O 0.30 1.25 -0.09
C 0.09 1.39 -3.74
C 0.27 -1.05 -3.07
C 1.14 0.02 1.83
C 0.44 2.38 -4.67
H 0.31 3.69 0.04
C -0.96 -2.85 1.07
O -2.46 -1.60 2.51
C 0.36 1.03 1.25
C 0.50 0.06 -3.97
C -0.48 1.84 2.04
C 1.17 2.07 -5.79
H -1.74 3.49 2.28
H 4.38 -1.14 1.60
H -2.31 -0.94 1.81
C -0.19 -4.01 0.92
H 1.85 -0.45 -0.97
H 0.11 3.39 -4.47
C -1.70 -2.68 2.25
H 2.15 0.51 -6.91
N -4.94 2.20 -1.43
C -0.03 0.40 3.92
C -0.26 4.09 0.87
H 2.05 -1.79 1.17
C -4.22 1.35 -1.71
H 0.69 -2.02 -3.32
C -0.89 -4.80 3.06
O -1.52 -0.68 0.27
H 1.43 2.85 -6.49
C 2.67 -0.33 -0.27
H 1.56 -1.25 -5.30
C -1.20 3.03 1.45
C -0.14 -4.97 1.90
H 0.44 4.44 1.63
C 1.24 -0.23 -5.13
O -0.63 1.80 -2.69
H -2.96 3.46 0.19
H -0.87 -5.55 3.84
C -1.66 -3.67 3.23
H 1.40 -1.14 3.61
H 0.38 -4.12 0.00
C 0.88 -0.31 3.16
H -2.87 1.80 0.77
H -1.81 2.43 -0.56
C 3.57 -0.54 2.01
H 3.87 0.51 2.01
C 1.58 0.75 -6.03
N -0.39 -2.12 -1.14
N -0.37 -0.98 -1.96
H -0.83 4.95 0.52
C -2.28 2.64 0.43
C -0.96 -1.84 0.00
H 3.43 -0.84 3.05
C 2.30 -0.73 1.16

---

2.
Entry from the OMol25 dataset: an isolated molecule of C5H6N4O (ωB97M-V/def2-TZVPD).

The calculation puts the frontier orbital gap at 9.91 eV. As for the SMILES: C=CC(=O)c1nnnn1C. The relative energy (zero: lowest compared OMol25 entry of this formula, charge and spin) comes out at 82.6 kcal per mole. Its HOMO energy is -10.685 eV. As for the net charge: 0. As for the spin multiplicity: 1.

Cartesian coordinates (Å):
C 0.13 -0.55 0.10
C -2.46 -0.06 -1.66
H -1.65 -0.63 -2.21
N -0.15 -1.79 -0.22
H 2.97 0.22 1.63
O -0.25 1.72 0.63
C -2.05 0.63 -0.56
N 1.85 -1.78 0.66
C 2.12 0.56 1.11
H 1.37 1.11 1.72
H -2.67 1.45 -0.10
C -0.63 0.70 0.06
N 0.92 -2.50 0.11
H 2.49 1.23 0.18
H -3.38 0.27 -2.13
N 1.40 -0.57 0.67